1.
# C3H5NO2

A 3-piece molecular cluster, C3H5NO2 overall in a non-equilibrium geometry (ωB97M-V/def2-TZVPD, the Open Molecules 2025 dataset).

```
11
Properties=species:S:1:pos:R:3:forces:R:3
N 2.808 1.123 0.106 -1.107 -0.328 -0.134
C 1.687 0.792 -0.013 1.405 0.443 0.111
O -0.963 1.917 0.510 -0.466 -0.273 -0.041
C -1.628 0.935 0.325 0.086 0.314 0.086
C -0.444 -1.766 -0.397 0.315 -0.137 -0.042
O 0.748 -1.895 -0.465 -0.568 -0.157 -0.009
H 3.765 1.396 0.189 -0.071 -0.021 0.007
H -2.025 0.667 -0.675 0.069 0.123 0.080
H -1.886 0.236 1.146 0.046 0.128 -0.026
H -1.001 -1.920 0.550 0.135 -0.031 -0.087
H -1.061 -1.485 -1.275 0.156 -0.062 0.056
```
Forces are in eV/Å.

Computed properties:
**Molecular weight**: 87.08 g mol⁻¹
**Lowest unoccupied orbital energy**: 0.435 eV
**Kohn-Sham gap**: 0.3820 Eh
**E_HOMO**: -9.959 eV

Quick look at the Löwdin charges, all values in e: 0.073, -0.015, -0.032, -0.193, -0.189, -0.033, 0.069, 0.080, 0.079, 0.080, 0.081

2.
# C3H5NO2

A single C3H5NO2 molecule in a non-equilibrium geometry (ωB97M-V/def2-TZVPD, the Open Molecules 2025 dataset).

```
11
Properties=species:S:1:pos:R:3:forces:R:3
H -3.130 1.270 0.507 0.117 -0.206 -0.051
N -2.748 0.345 0.306 0.507 -0.135 0.172
C -1.516 0.335 0.551 -0.214 -0.094 -0.015
O -0.789 -0.840 0.324 0.779 -0.322 -0.428
C 0.597 -0.673 0.379 1.470 4.423 -1.841
C 1.692 -0.500 -0.811 -0.849 -1.629 -0.888
O 1.065 0.237 1.012 -1.049 0.104 4.158
H -0.904 1.163 0.916 -0.057 -0.240 -0.064
H 2.577 -1.079 -0.554 -0.276 -0.225 -0.358
H 1.141 -0.823 -1.663 0.404 -0.618 -1.307
H 2.014 0.565 -0.967 -0.832 -1.058 0.622
```
Forces are in eV/Å.

Computed properties:
**Molecular weight**: 87.08 g mol⁻¹
**SMILES**: [H]/N=C/OC(C)=O
**Lowest unoccupied orbital energy**: 0.056 eV
**Kohn-Sham gap**: 0.3647 Eh
**E_HOMO**: -9.869 eV

Quick look at the Löwdin charges, all values in e: 0.058, 0.124, -0.258, 0.022, -0.366, 0.017, 0.047, 0.129, 0.075, 0.053, 0.098

3.
# C3H5NO2

A single C3H5NO2 molecule in a non-equilibrium geometry (ωB97M-V/def2-TZVPD, the Open Molecules 2025 dataset).

```
11
Properties=species:S:1:pos:R:3:forces:R:3
C 1.210 0.906 1.307 0.153 0.049 0.024
N -0.210 0.595 1.289 -0.226 -0.181 -0.221
C -0.736 0.084 0.277 -0.220 0.138 0.604
O -0.005 -0.151 -0.881 0.107 0.077 0.088
C -0.403 -0.894 -1.877 1.225 0.817 0.166
O -1.541 -1.564 -1.717 1.178 0.297 -1.192
H 1.660 0.377 2.153 -0.062 0.080 -0.114
H 1.321 1.977 1.501 -0.015 -0.138 -0.016
H 1.750 0.648 0.389 -0.113 0.039 0.168
H -1.788 -0.171 0.208 0.071 0.043 0.117
H -1.258 -1.808 -2.649 -2.097 -1.220 0.376
```
Forces are in eV/Å.

Computed properties:
**Molecular weight**: 87.08 g mol⁻¹
**Lowest unoccupied orbital energy**: 0.906 eV
**Kohn-Sham gap**: 0.3759 Eh
**E_HOMO**: -9.322 eV

Quick look at the Löwdin charges, all values in e: -0.112, 0.025, -0.202, -0.023, -0.188, 0.042, 0.081, 0.081, 0.074, 0.131, 0.092

4.
# C3H5NO2

A 2-piece molecular cluster, C3H5NO2 overall in a non-equilibrium geometry (ωB97M-V/def2-TZVPD, the Open Molecules 2025 dataset).

```
11
Properties=species:S:1:pos:R:3:forces:R:3
C 2.053 1.687 0.332 0.347 0.284 -0.430
C -0.583 -0.770 0.628 -0.752 -0.417 0.733
C -0.551 -0.950 -0.817 0.143 -0.081 -3.394
N 1.359 1.339 1.244 -0.072 -0.426 0.498
O 2.694 2.166 -0.537 -0.560 -0.523 0.740
O -1.798 -0.558 1.045 -1.067 -0.207 -0.506
H -0.374 -1.977 -1.323 0.084 1.528 1.457
H 0.164 -0.228 -1.259 0.477 -0.700 0.445
H -1.439 -0.537 -1.337 -0.531 -0.448 0.431
H 1.029 0.458 1.680 0.326 0.773 -0.911
H -2.554 -0.632 0.344 1.605 0.216 0.936
```
Forces are in eV/Å.

Computed properties:
**Molecular weight**: 87.08 g mol⁻¹
**Lowest unoccupied orbital energy**: 0.547 eV
**Kohn-Sham gap**: 0.3585 Eh
**E_HOMO**: -9.208 eV

Quick look at the Löwdin charges, all values in e: -0.424, -0.191, -0.137, 0.176, 0.112, -0.005, 0.121, 0.074, 0.066, 0.060, 0.148

5.
# C3H5NO2

A 2-piece molecular cluster, C3H5NO2 overall in a non-equilibrium geometry (ωB97M-V/def2-TZVPD, the Open Molecules 2025 dataset).

```
11
Properties=species:S:1:pos:R:3:forces:R:3
C 1.529 -0.760 -0.152 0.080 -0.029 -0.012
C 0.216 -0.120 0.167 0.117 0.121 -0.524
O -0.259 -0.376 1.386 -0.098 0.083 -0.083
N -0.467 0.617 -0.617 0.403 -0.153 -0.031
C -2.333 0.990 0.401 -1.656 0.924 -0.459
O -2.980 1.589 -0.324 0.329 -0.428 0.649
H 1.415 -1.847 -0.166 0.032 0.099 0.035
H 2.269 -0.503 0.608 -0.075 -0.050 -0.055
H 1.869 -0.415 -1.131 0.025 -0.114 0.167
H -0.104 0.761 -1.548 0.351 -0.124 -0.014
H -1.156 0.065 1.376 0.491 -0.330 0.327
```
Forces are in eV/Å.

Computed properties:
**Molecular weight**: 87.08 g mol⁻¹
**Lowest unoccupied orbital energy**: 0.929 eV
**Kohn-Sham gap**: 0.3896 Eh
**E_HOMO**: -9.673 eV

Quick look at the Löwdin charges, all values in e: -0.004, -0.532, 0.033, 0.087, -0.010, 0.059, 0.090, 0.089, 0.080, 0.082, 0.026

6.
# C3H5NO2

A single C3H5NO2 molecule in a non-equilibrium geometry (ωB97M-V/def2-TZVPD, the Open Molecules 2025 dataset).

```
11
Properties=species:S:1:pos:R:3:forces:R:3
O -1.520 -1.274 -0.040 3.240 1.510 0.636
C -0.686 -0.343 0.032 -4.278 -2.522 -0.670
C -1.047 1.107 0.117 3.640 0.684 -1.026
C 0.544 1.319 -0.099 1.361 0.058 0.121
N 0.648 -0.135 -0.213 -3.394 2.253 -1.162
O 1.709 -0.771 0.217 2.042 -4.313 -2.112
H -1.579 1.475 -0.727 -1.022 0.342 -0.099
H -1.228 1.457 1.109 -0.919 0.229 0.371
H 1.106 1.912 -0.940 -1.566 -1.020 1.467
H 1.040 1.448 0.866 -0.006 1.247 0.002
H 1.743 -1.492 -0.535 0.902 1.531 2.471
```
Forces are in eV/Å.

Computed properties:
**Molecular weight**: 87.08 g mol⁻¹
**SMILES**: O=C1CCN1O
**Lowest unoccupied orbital energy**: 0.634 eV
**Kohn-Sham gap**: 0.3650 Eh
**E_HOMO**: -9.298 eV

Quick look at the Löwdin charges, all values in e: 0.043, -0.428, -0.007, -0.085, -0.211, 0.033, 0.105, 0.108, 0.146, 0.106, 0.190

7.
# C3H5NO2

A single C3H5NO2 molecule (ωB97M-V/def2-TZVPD, the Open Molecules 2025 dataset).

```
11
Properties=species:S:1:pos:R:3:forces:R:3
C -1.727 0.118 0.098 0.018 -0.192 0.037
C -0.385 -0.536 -0.165 -0.348 -0.083 -0.391
O -0.251 -1.681 -0.544 0.172 0.793 0.470
C 0.820 0.432 -0.031 0.273 -0.105 0.221
N 2.047 -0.151 0.089 -0.171 0.390 -0.152
O 0.624 1.636 -0.038 0.206 -0.685 -0.116
H -2.488 -0.662 0.153 0.073 0.093 0.009
H -1.706 0.710 1.019 0.058 -0.143 -0.164
H -1.986 0.816 -0.710 0.228 -0.182 0.128
H 2.211 -1.148 0.131 -0.404 0.272 -0.214
H 2.841 0.467 -0.001 -0.105 -0.159 0.173
```
Forces are in eV/Å.

Computed properties:
**Molecular weight**: 87.08 g mol⁻¹
**SMILES**: CC(=O)C(N)=O
**Lowest unoccupied orbital energy**: 0.253 eV
**Kohn-Sham gap**: 0.3674 Eh
**E_HOMO**: -9.745 eV

Quick look at the Löwdin charges, all values in e: -0.012, -0.345, 0.097, -0.468, 0.172, 0.064, 0.084, 0.090, 0.097, 0.108, 0.114

8.
# C3H5NO2

A single C3H5NO2 molecule in a non-equilibrium geometry (ωB97M-V/def2-TZVPD, the Open Molecules 2025 dataset).

```
11
Properties=species:S:1:pos:R:3:forces:R:3
H -0.370 -1.422 2.074 0.498 0.302 0.216
N -0.109 -0.845 1.274 0.103 -2.274 -1.988
C -1.116 -0.071 1.041 2.831 0.661 1.429
O -1.071 0.752 -0.022 -0.169 0.018 0.353
C 0.220 0.846 -0.651 0.027 -0.014 -0.103
C 0.660 -0.446 -1.318 0.319 -0.024 -0.197
O 1.783 -0.610 -1.721 -0.499 0.093 0.190
H -0.959 0.219 2.118 -2.994 1.439 0.183
H 0.987 1.156 0.070 -0.183 -0.096 -0.108
H 0.113 1.624 -1.412 -0.030 -0.142 0.063
H -0.139 -1.202 -1.453 0.097 0.037 -0.037
```
Forces are in eV/Å.

Computed properties:
**Molecular weight**: 87.08 g mol⁻¹
**SMILES**: [H]/N=C/OCC=O
**Lowest unoccupied orbital energy**: 0.517 eV
**Kohn-Sham gap**: 0.3840 Eh
**E_HOMO**: -9.931 eV

Quick look at the Löwdin charges, all values in e: 0.067, 0.111, -0.296, -0.081, -0.148, -0.265, 0.056, 0.160, 0.134, 0.138, 0.126

9.
# C3H5NO2

A single C3H5NO2 molecule in a non-equilibrium geometry (ωB97M-V/def2-TZVPD, the Open Molecules 2025 dataset).

```
11
Properties=species:S:1:pos:R:3:forces:R:3
N -2.416 -0.851 0.458 -0.116 -0.020 -0.386
C -1.622 -0.283 -0.312 0.211 0.094 1.047
C -0.496 0.353 -0.479 -0.056 -0.236 -0.106
O -0.448 1.716 -0.360 0.369 0.294 -0.317
C 0.774 -0.434 -0.427 -0.029 -0.102 -0.397
O 1.520 0.188 0.613 0.351 -0.049 0.006
H -1.917 -0.638 1.336 -0.953 -0.541 0.404
H 0.309 1.856 0.231 0.005 0.227 -0.190
H 1.310 -0.415 -1.380 0.195 0.038 0.046
H 0.533 -1.478 -0.171 0.081 0.239 -0.170
H 2.453 -0.014 0.491 -0.058 0.056 0.061
```
Forces are in eV/Å.

Computed properties:
**Molecular weight**: 87.08 g mol⁻¹
**SMILES**: N=C=C(O)CO
**Lowest unoccupied orbital energy**: 0.381 eV
**Kohn-Sham gap**: 0.3237 Eh
**E_HOMO**: -8.426 eV

Quick look at the Löwdin charges, all values in e: 0.124, -0.105, -0.350, 0.042, -0.188, -0.056, 0.081, 0.102, 0.124, 0.128, 0.099

10.
# C3H5NO2

A single C3H5NO2 molecule (ωB97M-V/def2-TZVPD, the Open Molecules 2025 dataset).

```
11
Properties=species:S:1:pos:R:3:forces:R:3
C 0.370 0.066 1.698 0.074 0.053 0.140
N -0.256 -0.221 0.424 -0.002 0.072 -0.181
C 0.195 0.320 -0.726 0.145 0.062 0.188
O 1.081 1.153 -0.822 -0.236 -0.192 0.019
C -0.418 -0.236 -2.009 -0.144 -0.440 -0.154
O -0.694 -1.402 -2.152 -0.017 0.574 0.154
H 1.410 0.340 1.511 -0.142 -0.021 0.066
H -0.120 0.895 2.222 0.060 -0.108 -0.081
H 0.339 -0.826 2.329 -0.003 0.144 -0.093
H -1.047 -0.844 0.383 0.175 -0.086 -0.094
H -0.509 0.504 -2.824 0.090 -0.058 0.037
```
Forces are in eV/Å.

Computed properties:
**Molecular weight**: 87.08 g mol⁻¹
**SMILES**: CNC(=O)C=O
**Lowest unoccupied orbital energy**: 0.218 eV
**Kohn-Sham gap**: 0.3698 Eh
**E_HOMO**: -9.846 eV

Quick look at the Löwdin charges, all values in e: -0.061, 0.020, -0.477, 0.066, -0.155, 0.077, 0.088, 0.088, 0.086, 0.139, 0.130

11.
# C3H5NO2

A single C3H5NO2 molecule in a non-equilibrium geometry (ωB97M-V/def2-TZVPD, the Open Molecules 2025 dataset).

```
11
Properties=species:S:1:pos:R:3:forces:R:3
H 2.530 0.789 0.972 -0.250 0.785 0.046
N 1.563 0.487 0.948 -0.024 -1.517 -0.588
C 1.180 0.303 -0.239 0.679 -1.922 -0.269
O 0.362 -0.895 -0.702 0.978 1.222 0.883
C -0.815 -0.970 0.047 -0.086 0.500 0.180
C -1.311 0.454 -0.108 -0.222 0.625 0.014
O -0.518 1.344 -0.319 -1.127 0.032 -0.286
H 1.580 0.700 -1.165 0.307 -0.060 -0.011
H -0.620 -1.267 1.092 -0.166 0.390 -0.099
H -1.594 -1.652 -0.332 0.665 0.056 -0.355
H -2.357 0.707 -0.193 -0.754 -0.112 0.484
```
Forces are in eV/Å.

Computed properties:
**Molecular weight**: 87.08 g mol⁻¹
**SMILES**: [H]/N=C/OCC=O
**Lowest unoccupied orbital energy**: 0.460 eV
**Kohn-Sham gap**: 0.3600 Eh
**E_HOMO**: -9.336 eV

Quick look at the Löwdin charges, all values in e: 0.053, 0.093, -0.289, -0.109, -0.188, -0.143, 0.064, 0.130, 0.132, 0.131, 0.126

12.
# C3H5NO2

C3H5NO2 as an isolated structure (ωB97M-V/def2-TZVPD, the Open Molecules 2025 dataset).

```
11
Properties=species:S:1:pos:R:3:forces:R:3
C -1.361 0.318 -0.461 -0.026 0.029 0.005
C -0.280 -0.719 -0.373 -0.295 -0.509 -0.396
O -0.211 -1.778 -0.895 0.033 0.645 0.349
O 0.196 -0.693 1.328 0.142 0.042 -0.027
C 1.240 -0.022 1.023 0.009 0.038 -0.094
N 1.298 0.238 -0.240 0.129 -0.047 0.173
H -2.292 -0.136 -0.109 0.148 0.039 -0.047
H -1.127 1.197 0.137 -0.027 -0.133 -0.081
H -1.481 0.598 -1.511 0.036 -0.045 0.130
H 1.955 0.275 1.794 -0.064 -0.014 -0.114
H 2.063 0.721 -0.692 -0.083 -0.045 0.102
```
Forces are in eV/Å.

Computed properties:
**Molecular weight**: 87.08 g mol⁻¹
**Lowest unoccupied orbital energy**: 0.912 eV
**Kohn-Sham gap**: 0.4039 Eh
**E_HOMO**: -10.079 eV

Quick look at the Löwdin charges, all values in e: -0.004, -0.457, 0.119, 0.009, -0.321, 0.131, 0.097, 0.083, 0.095, 0.140, 0.107

Electronic energy values (in eV) by entry order: -8773.6263 -8774.3460 -8773.8037 -8774.1136 -8776.4285 -8773.7617 -8777.4536 -8773.6143 -8774.0871 -8776.8431 -8774.3292 -8775.8842.